# C3H3NS2

An isolated molecule of C3H3NS2 (ωB97M-V/def2-TZVPD, the Open Molecules 2025 dataset).

Calculated values
LUMO level (spin up / spin down) (eV): 0.00 / -1.76
Multiplicity: 3
HOMO-LUMO gap (spin up / spin down) (eV): 8.21 / 6.85
E_HOMO (spin up / spin down) (hartree): -0.302 / -0.316
Charge: 0
Relative energy (zero: lowest compared OMol25 entry of this formula, charge and spin) (kJ/mol): 252.8

Geometry as XYZ:
```
9
Properties=species:S:1:pos:R:3:forces:R:3:lowdin_charge:R:1
S 0.0840 3.3425 1.1018 -0.42 0.77 0.33 0.74
S -1.0856 -0.8970 -0.0099 1.99 0.99 1.46 0.80
N -0.1088 1.8610 0.7106 0.57 0.68 0.27 -0.51
C -0.9668 -0.9691 1.6600 -1.21 -0.23 -0.35 -0.36
C 0.6390 -0.1301 -0.1879 -2.52 -4.34 -0.64 -0.35
C 0.8847 1.0546 0.2717 -1.76 0.36 -0.49 -0.41
H -1.9741 -1.2923 2.0518 0.55 -0.05 -0.46 -0.06
H 1.8106 1.3754 -0.0282 2.49 1.52 0.31 0.08
H 1.3659 -0.8825 -0.4410 0.32 0.29 -0.42 0.06
```
Positions in Å, forces in eV/Å.



# C28H63B2FN5O7

A cluster of 2 separate species, C28H63B2FN5O7 in total (ωB97M-V/def2-TZVPD, the Open Molecules 2025 dataset).

Calculated values
LUMO level (eV): -2.60
HOMO-LUMO gap (eV): 7.70
E_HOMO (hartree): -0.379
Charge: +1

Geometry as XYZ:
```
106
Properties=species:S:1:pos:R:3:forces:R:3:lowdin_charge:R:1
F 1.2435 0.6052 1.8403 -0.35 0.63 -0.33 0.02
O 0.9876 4.3949 5.1073 -0.32 0.00 -0.07 -0.19
O -5.4747 -4.1544 -1.5679 -0.71 -3.54 1.48 0.16
O -1.0480 -5.1374 -0.2233 0.77 0.20 0.75 0.22
O -1.1390 -2.2186 3.7646 0.38 -0.23 -0.51 -0.07
O 2.2252 7.6179 2.1161 0.11 -0.20 0.11 -0.17
O 2.7711 1.1400 -0.4488 -0.11 -0.90 0.53 0.15
O 0.4205 -4.4287 -1.9107 0.14 0.40 0.11 0.04
N -5.8133 -2.8279 -3.3675 -0.01 0.14 0.15 0.11
N -1.7878 -1.4517 -2.3086 1.12 -0.71 0.10 0.04
N 0.5858 -1.7829 -0.8996 -0.31 -0.35 0.35 0.18
N -1.9093 -0.6296 -0.1381 -0.52 -1.18 -0.51 -0.05
N 0.7630 4.8603 2.1805 0.15 -0.19 -0.06 -0.05
C 1.4014 5.5478 1.0592 -0.31 0.11 0.11 -0.20
C -0.5850 -2.5854 -0.4462 -0.52 -1.06 -0.17 -0.03
C -0.4992 2.7400 -0.8159 0.01 -0.46 0.10 -0.06
C 2.2475 7.4537 3.5244 -0.14 0.24 -0.07 -0.09
C 3.5510 -0.5583 2.1807 -0.59 -0.52 0.06 -0.06
C -2.8251 -0.3853 0.9487 0.61 1.27 1.68 -0.14
C 1.1385 -0.6116 1.2135 0.60 -1.28 0.41 -0.27
C 1.6887 -4.9872 -1.4965 0.54 1.10 -0.40 -0.19
C -0.6938 -2.3389 -4.3727 -0.23 -1.37 -0.12 -0.21
C -2.2815 -0.6027 2.3952 -0.92 -0.10 -0.42 -0.13
C 3.2627 0.0830 -3.1939 -0.68 -0.11 -0.82 -0.08
C -3.1290 -2.7592 -0.7332 -1.12 0.50 0.42 -0.09
C -5.2730 -3.1304 -2.0744 0.83 2.93 -0.99 -0.52
C 1.8550 0.4441 -2.6567 0.08 -0.29 0.67 -0.14
C -1.8714 -2.4547 -3.3638 0.48 0.92 -1.48 -0.18
C -0.5090 -3.6938 -5.0936 0.00 0.03 -0.22 -0.10
C 2.5783 6.4700 1.3685 0.06 0.09 -0.33 -0.23
C 1.6257 3.8817 2.8365 -0.21 0.24 0.05 -0.21
C -0.7466 0.2377 -0.2283 -0.37 1.32 -0.52 -0.20
C 0.9961 3.3730 4.1184 0.46 -0.11 0.05 -0.22
C 2.4947 -1.3531 1.3777 0.17 -0.11 0.47 -0.15
C -4.4469 -2.1133 -1.2689 0.19 0.33 -0.14 -0.09
C -2.2273 -2.0611 2.8483 -0.11 0.08 0.86 -0.25
C 2.7670 -4.3305 -2.3566 0.06 -0.05 0.06 -0.05
C 0.6572 -0.4267 -0.2442 0.38 0.52 0.52 -0.15
C -1.8914 -1.8646 -0.9105 -0.31 0.60 -0.06 -0.38
C -0.9399 1.3555 -1.3072 -0.80 -0.08 0.18 -0.18
C -0.3131 4.8268 5.4664 0.16 0.07 0.02 -0.11
B -0.4013 -4.1090 -0.8518 -0.23 -0.72 -0.90 -0.63
B 1.7861 0.4006 -1.0692 0.15 0.92 -1.08 -0.42
H -0.7165 -4.5397 -4.4338 0.10 0.10 0.06 0.07
H 1.6114 2.5558 4.5086 -0.04 -0.03 -0.02 0.12
H -1.1730 -3.7975 -5.9545 -0.03 0.07 0.07 0.08
H 3.7414 0.4283 1.7716 0.23 -0.06 -0.02 0.07
H -1.3630 -0.0423 2.5771 0.20 -0.35 -0.10 0.10
H -5.0777 -2.5592 -4.0142 -0.16 0.26 0.06 0.07
H 4.4406 -1.1801 2.2796 0.16 0.27 -0.19 0.09
H 2.5227 -4.3770 -3.4179 -0.03 -0.15 0.05 0.09
H 1.7001 1.5036 -2.8995 -0.18 -0.07 0.03 0.13
H 1.8803 -4.6362 -0.4685 0.01 -0.68 0.09 0.12
H -0.9717 3.5248 -1.4045 0.27 0.03 -0.15 0.09
H -2.0293 1.4149 -1.4119 0.04 -0.01 -0.05 0.12
H -0.8083 5.3335 4.6310 -0.12 -0.07 0.02 0.08
H 1.7918 3.0385 2.1587 0.02 0.04 -0.03 0.10
H 1.0486 -0.1104 -3.1492 0.22 0.00 -0.18 0.07
H -5.0775 -1.8718 -0.4103 -0.10 0.04 -0.10 0.11
H 0.5275 -1.7167 -1.9256 -0.23 0.29 0.10 0.14
H 3.7397 -4.7955 -2.1896 -0.06 -0.08 -0.03 0.09
H 3.1731 -0.0039 -4.2799 0.17 -0.09 0.03 0.08
H -0.5808 1.0801 -2.3001 0.19 0.07 0.15 0.09
H -1.9209 -3.5047 -3.0717 -0.04 0.23 0.66 0.11
H -3.3420 -2.9902 0.3104 0.44 -0.19 0.03 0.11
H -0.9792 -3.1611 3.9027 -0.14 0.21 0.17 0.09
H 3.6054 0.6476 -0.4108 0.04 0.56 -0.07 0.12
H 0.2522 -2.1115 -3.8717 -0.16 0.20 0.10 0.07
H -0.9008 -1.5878 -5.1352 0.17 0.30 0.27 0.11
H -2.3148 -0.6164 -2.5054 -0.10 -0.08 0.21 0.12
H -2.7656 -2.2581 -3.9706 -0.13 -0.28 0.23 0.12
H -0.0073 2.9754 3.9360 -0.05 0.13 -0.02 0.12
H 0.4107 -1.1579 1.8203 -0.21 -0.02 -0.22 0.13
H -0.8696 2.8588 0.2062 0.18 0.17 0.00 0.08
H 2.8878 -3.2713 -2.0978 -0.08 -0.04 -0.03 0.05
H 0.6248 6.1508 0.5805 0.08 0.04 -0.06 0.12
H -0.6377 -2.5533 0.6426 0.17 0.13 -0.01 0.14
H 3.1625 -0.4319 3.1908 0.04 0.19 0.00 0.09
H -3.0558 -3.7203 -1.2385 0.54 0.04 0.09 0.11
H 0.5864 2.8708 -0.7978 -0.07 0.13 -0.03 0.07
H 3.9811 0.8827 -3.0348 0.08 -0.11 0.36 0.08
H -4.2863 -1.1700 -1.7946 0.08 -0.14 -0.09 0.11
H 1.7243 -6.0713 -1.5719 -0.30 0.00 0.12 0.14
H -3.8091 -0.8481 0.9250 0.23 -0.35 -0.72 0.11
H -6.4824 -2.0676 -3.2651 0.12 0.01 -0.31 0.09
H 2.3158 -2.2418 1.9914 -0.11 -0.12 -0.25 0.12
H -0.2142 5.5350 6.2875 0.07 -0.03 -0.01 0.09
H 1.4184 -2.3461 -0.7081 0.12 0.36 0.00 0.14
H 2.9328 -1.7341 0.4402 -0.10 0.30 -0.06 0.11
H -0.8857 -5.1398 0.7323 -0.71 -0.04 -0.15 0.13
H 0.4750 5.5526 2.8608 -0.01 -0.02 0.00 0.07
H 3.0080 6.7369 3.8440 -0.04 -0.06 -0.02 0.09
H 1.2668 7.1466 3.8984 0.07 -0.12 0.12 0.07
H -3.0303 -0.1149 3.0269 0.17 0.09 0.08 0.12
H -0.9276 3.9864 5.8023 -0.06 0.02 -0.03 0.09
H -2.1898 -2.8053 2.0426 0.22 0.25 -0.11 0.09
H 2.9548 6.8447 0.4122 -0.02 0.01 0.01 0.12
H -0.7746 0.8308 0.6887 0.28 -0.23 0.10 0.13
H 0.5086 -3.8235 -5.4675 -0.05 0.10 -0.02 0.07
H -3.1479 -2.2661 3.4093 -0.06 -0.12 -0.27 0.12
H 2.6004 4.3154 3.0943 0.09 -0.17 0.05 0.11
H 2.4765 8.4223 3.9687 0.03 0.00 -0.06 0.09
H 3.6384 -0.8821 -2.8436 0.09 0.14 0.16 0.06
H 3.4168 5.9413 1.8372 -0.08 -0.03 0.14 0.11
H -3.0429 0.6942 0.9437 -0.13 -0.12 -0.25 0.13
H 1.7168 4.7989 0.3247 0.08 -0.02 0.05 0.10
```
Positions in Å, forces in eV/Å.